This record from OMol25 describes a gas-phase ion, C8H15NP (charge +1) in a non-equilibrium geometry. The level of theory is ωB97M-V/def2-TZVPD.

Results
HOMO level (spin up / spin down) ... -12.2 / -12.2 eV
Calculated total energy ... -709.51534 a.u.
Relative energy (zero: lowest compared OMol25 entry of this formula, charge and spin) ... 313.4 kJ/mol

```
! RIJCOSX wB97M-V def2-TZVPD def2/J DEFGRID3
* xyz 1 1
C 2.39927 0.69820 -1.30931
C 1.93430 -0.52033 -1.08081
C 1.41947 1.74418 -1.12134
C 0.66333 -0.96326 -0.95549
C -0.75915 2.47673 -0.78935
C -0.25747 -2.77722 0.64430
C -2.13708 -0.41720 -0.05608
C 0.10602 -0.26430 2.21069
N 0.14043 1.49925 -1.04408
P -0.43915 -0.98819 0.51369
H 3.43022 0.93980 -1.40991
H 2.56170 -1.38998 -1.23935
H 1.78943 2.81001 -1.13208
H -1.48524 2.50257 -1.65350
H -1.45006 2.24651 0.11306
H -0.30057 3.49976 -0.51714
H 0.63844 -3.11566 1.30639
H 0.00540 -3.16833 -0.40695
H -1.21776 -3.24328 0.88748
H -2.09303 0.67369 -0.01813
H -2.93931 -0.70982 0.72334
H -2.44042 -0.84748 -0.94867
H -0.77186 0.35081 2.53863
H 1.12523 0.17465 2.00766
H 0.07787 -1.21111 2.73696
*
```

natural (NBO) population analysis, charges in e, atoms 1 to 2: number 1, C, carries -0.272; number 2, C, carries -0.364